(1)
85
Properties=species:S:1:pos:R:3:forces:R:3:lowdin_spin:R:1 method="wB97M-V/def2-TZVPD" charge=+1 spin_multiplicity=4 orbital_gap_ev="7.0 / 7.6" e_homo_ev="-11.35 / -11.82" e_tot_ha=-6168.2531 molar_mass_da=1116.62
Re -0.26115 -1.11541 0.03684 0.0171 -0.2130 -0.4225 2.43
C 1.90210 -1.84791 6.44196 0.0305 -0.0004 -0.0067 0.00
O 3.03080 -2.16997 5.62863 -0.0333 -0.0072 0.0622 0.00
C 2.88418 -2.16519 4.30549 -0.0375 0.0193 0.0249 0.00
C 4.02925 -2.51039 3.56393 0.0505 -0.0084 -0.0188 0.00
C 3.96859 -2.52818 2.20208 0.0088 -0.0020 -0.0141 0.00
C 2.78269 -2.21031 1.50058 0.0252 0.0162 -0.0301 0.01
C 2.74419 -2.25462 0.05792 -0.0282 -0.0148 0.0314 0.02
C 3.95247 -2.66774 -0.72750 -0.0104 -0.0050 0.0086 0.00
O 1.72178 -1.95876 -0.59909 0.1068 0.0967 0.0509 0.10
C 1.65643 -1.86613 2.27102 -0.1432 -0.0415 -0.1589 0.01
O 0.46926 -1.54940 1.71751 0.1534 0.2053 0.2687 0.10
C 1.69857 -1.84109 3.65695 0.0228 -0.0210 0.0246 0.01
H 2.24222 -1.93824 7.46738 0.0123 0.0005 0.0100 0.00
H 1.08536 -2.54877 6.26399 0.0000 -0.0025 -0.0034 0.00
H 1.57026 -0.82565 6.25433 -0.0016 -0.0019 -0.0040 0.00
H 4.93692 -2.75580 4.09688 -0.0090 0.0045 -0.0037 0.00
H 4.85652 -2.79590 1.64667 -0.0098 0.0026 -0.0031 0.00
H 4.28147 -3.66606 -0.43722 -0.0098 -0.0040 0.0012 0.00
H 4.77962 -1.98090 -0.53961 -0.0082 0.0090 -0.0075 0.00
H 3.70688 -2.65462 -1.78501 0.0027 0.0038 -0.0011 0.00
H 0.80185 -1.56286 4.19055 0.0194 -0.0115 -0.0269 0.00
C -2.72442 -1.48935 -3.09931 -0.0019 0.0066 -0.0461 0.00
Si -3.29926 -1.19518 -1.34398 0.0025 -0.0448 -0.0187 0.01
C -4.96959 -2.00109 -1.11617 -0.0374 0.0232 -0.0009 0.00
C -3.49241 0.62990 -0.95875 0.0057 0.0980 0.0331 0.00
C -2.07954 -1.93133 -0.03376 -0.1248 -0.0019 0.1922 0.07
Si -1.82178 -3.85127 -0.10267 -0.0372 0.0021 -0.0362 0.03
C -0.54934 -4.39351 1.16404 0.0325 0.0089 0.0263 0.01
C -3.42665 -4.69890 0.33110 -0.0023 -0.0191 0.0452 0.00
C -1.19696 -4.31791 -1.79860 0.0185 -0.0201 -0.0281 0.01
H -3.13062 -0.70048 -3.73907 0.0026 -0.0348 0.0107 0.00
H -3.10497 -2.44017 -3.47702 0.0147 0.0181 0.0096 0.00
H -1.64147 -1.48437 -3.22785 -0.0239 0.0132 0.0111 0.00
H -5.70516 -1.37755 -1.63429 0.0093 -0.0334 0.0096 0.00
H -5.27044 -2.05622 -0.06753 0.0098 0.0028 -0.0271 0.00
H -5.03045 -2.99957 -1.54780 0.0187 0.0043 0.0158 0.00
H -4.52951 0.85156 -0.69545 0.0242 -0.0065 -0.0064 0.00
H -3.23830 1.23770 -1.82850 -0.0064 0.0077 0.0254 0.00
H -2.86372 0.96520 -0.13015 -0.0278 -0.0314 -0.0247 0.00
H -2.60179 -1.67099 0.90542 -0.0232 -0.0126 -0.0258 0.03
H -0.72603 -3.95927 2.15048 -0.0103 -0.0217 -0.0131 0.00
H 0.47701 -4.15871 0.86935 -0.0159 -0.0023 0.0070 0.00
H -0.61727 -5.48080 1.26130 0.0208 0.0267 -0.0080 0.00
H -3.90143 -4.24257 1.20271 0.0083 -0.0145 -0.0164 0.00
H -3.20847 -5.74029 0.58401 -0.0124 0.0289 -0.0141 0.00
H -4.14672 -4.70048 -0.48480 -0.0009 0.0165 -0.0077 0.00
H -0.37621 -3.66986 -2.12247 -0.0106 -0.0218 0.0093 0.00
H -1.97600 -4.27505 -2.56104 0.0172 0.0088 0.0202 0.00
H -0.81105 -5.34075 -1.77449 -0.0238 0.0222 -0.0084 0.00
F -0.88926 5.31367 -0.60981 0.0207 0.0139 0.0016 0.00
C -1.22050 4.49106 0.38903 -0.0118 -0.0268 -0.0453 0.00
C -0.77779 3.17559 0.37584 -0.0410 0.0530 -0.0286 0.01
C -1.10190 2.42059 1.48373 0.0803 -0.0327 0.0305 0.00
F -0.63496 1.15724 1.60609 0.0302 -0.0463 -0.0002 0.05
C -1.85918 2.89787 2.53485 -0.0066 -0.0064 0.0194 0.00
F -2.13763 2.11981 3.57690 -0.0054 0.0039 -0.0071 0.00
C -2.30880 4.20548 2.49586 -0.0113 0.0149 -0.0028 0.00
F -3.02976 4.68826 3.49095 -0.0200 0.0112 0.0250 0.00
C -1.98136 5.01208 1.41704 -0.0164 0.0106 0.0173 0.00
F -2.38906 6.27171 1.38638 -0.0034 0.0186 -0.0003 0.00
Ge 0.29560 2.52430 -1.12138 0.0900 -0.0506 0.1317 0.02
S 0.01122 0.34519 -1.66448 -0.0651 0.0823 -0.0226 0.06
C 2.19281 2.71500 -0.67745 0.0421 0.0217 0.0243 0.00
C 3.18469 1.95804 -1.29098 -0.0401 -0.0348 -0.0499 0.00
F 2.88037 1.09091 -2.26019 -0.0237 -0.0307 0.0579 0.00
C 4.51963 2.06768 -0.95470 0.0153 -0.0084 0.0205 0.00
F 5.43181 1.31251 -1.56024 0.0065 -0.0020 0.0096 0.00
C 4.90574 2.97200 0.02058 0.0014 -0.0075 -0.0105 0.00
F 6.17924 3.08480 0.35230 0.0448 0.0029 0.0104 0.00
C 3.95292 3.75966 0.64112 0.0107 -0.0014 0.0095 0.00
F 4.31563 4.63607 1.56855 0.0044 0.0131 0.0156 0.00
C 2.62426 3.62135 0.28290 -0.0446 -0.0196 0.0035 0.00
F 1.74893 4.42015 0.90499 -0.0392 0.0008 -0.0112 0.00
C -0.19036 3.41210 -2.78000 0.0091 0.0114 -0.0236 0.00
C 0.74156 3.66528 -3.77372 0.0952 -0.0452 0.0237 0.00
F 2.02100 3.31088 -3.59998 -0.0795 0.0503 -0.0398 0.00
C 0.40642 4.27782 -4.96711 0.0148 0.0054 -0.0078 0.00
F 1.32852 4.50323 -5.89289 0.0064 0.0062 -0.0222 0.00
C -0.90786 4.65222 -5.18894 0.0000 -0.0149 0.0244 0.00
F -1.24778 5.23317 -6.32414 -0.0107 0.0240 -0.0375 0.00
C -1.86847 4.41409 -4.21772 -0.0112 0.0122 -0.0061 0.00
F -3.12835 4.77437 -4.42543 -0.0157 0.0068 -0.0112 0.00
C -1.49563 3.80247 -3.03831 -0.0152 0.0008 0.0170 0.00
F -2.44940 3.59854 -2.11862 0.0046 -0.0853 -0.0307 0.00

---

(2)
108
Properties=species:S:1:pos:R:3:forces:R:3:lowdin_charge:R:1 method="wB97M-V/def2-TZVPD" charge=+1 spin_multiplicity=1 orbital_gap_ev=1.0 e_homo_ev=-9.05 e_tot_ha=-7178.3956 molar_mass_da=1220.43
C 3.96662 -5.04201 1.79498 0.3916 0.0306 -0.0010 -0.09
C 4.83937 -4.08807 0.79518 0.2980 -0.9766 1.8667 -0.21
O 4.11009 -2.88214 0.29965 3.6164 -0.8609 -5.0830 -0.43
C 5.10985 -2.06622 -0.38163 -0.1098 -1.7816 -0.8063 -0.27
C 4.65522 -1.62802 -1.85575 -0.6373 1.2379 0.8419 -0.13
C 3.62840 -0.38285 -1.92242 -2.3334 1.0223 -0.9537 -0.05
C 3.80418 1.05820 -1.29492 -1.3362 0.4557 -0.6625 -0.03
C 5.08966 1.45523 -0.39737 -2.3439 1.4480 -0.0837 -0.12
C 4.77311 1.70748 1.16878 -0.1784 -1.4640 0.2112 -0.30
O 6.02907 1.94285 1.84665 -0.9045 0.2634 -0.6396 -0.02
C 3.98217 0.51544 1.88641 0.9672 0.4958 -1.1841 -0.38
N 2.98740 0.91271 2.88823 0.8841 0.2265 -0.8374 -0.02
C 2.79508 2.13308 -1.50743 1.3508 -1.0888 0.5668 -0.06
C 2.95521 3.63290 -0.95955 -0.8855 -0.5681 -1.1081 -0.15
C 1.66853 4.16957 -0.11874 1.6357 0.6011 -0.5310 -0.24
C 1.55605 1.88769 -2.31510 2.4945 -1.3199 0.9614 -0.31
N 0.59196 2.81185 -2.59203 0.7397 -3.2023 -0.7444 -0.19
S -0.44811 1.93086 -3.54772 1.1522 -0.8320 0.5276 1.08
N 0.27091 0.45179 -3.60039 0.8772 0.9282 0.7782 -0.22
C 1.43381 0.49183 -2.87212 -0.9564 2.0536 0.1155 -0.23
C 2.42112 -0.61682 -2.69006 0.8638 1.0179 0.3302 -0.08
C 2.04417 -1.96757 -3.37652 -0.9727 -0.1124 1.0482 -0.08
C 1.72199 -3.04639 -2.24345 0.6000 0.7732 0.2999 -0.16
O 0.29092 -3.22796 -2.02949 1.2951 -0.4266 0.9011 -0.03
C 0.20996 -4.11965 -0.92322 -0.1561 0.0094 1.0682 -0.43
O 0.08686 -5.28800 -1.09404 -0.1023 -0.2139 -0.6315 0.11
C 0.33360 -3.59212 0.55556 -0.3221 0.1876 -0.9455 -0.14
C -0.20335 -4.59607 1.63060 -0.0007 0.6907 0.1279 -0.07
H 4.45044 -6.05491 1.74753 -0.4097 0.9853 -0.0599 0.10
H 2.87371 -5.20133 1.46635 1.6643 0.4693 0.5102 0.09
H 4.06812 -4.72368 2.91379 -0.3788 -0.5003 -2.0981 0.10
H 5.72688 -3.68311 1.43147 -1.3016 -0.8350 -1.1874 0.16
H 5.19281 -4.72004 -0.06097 -0.3566 0.8474 0.6261 0.14
H 5.48128 -1.22641 0.27918 -0.7888 -0.5224 0.0724 0.09
H 5.99039 -2.76354 -0.51271 -0.5199 0.9233 -0.0836 0.12
H 4.28088 -2.55970 -2.35473 0.1964 1.0633 0.4140 0.14
H 5.62162 -1.36156 -2.44742 -1.9216 -0.9277 -0.1547 0.01
H 5.45809 2.44341 -0.79098 0.0522 -1.1259 0.1876 0.13
H 5.98028 0.76589 -0.53851 -1.8983 2.5930 1.7695 -0.13
H 4.16921 2.62153 1.32307 0.0525 -0.2826 -0.7360 0.10
H 6.02581 2.88199 2.09035 0.3918 -0.5115 0.0534 0.10
H 4.79416 -0.15110 2.43504 -1.4226 1.3496 -0.9742 -0.07
H 3.44631 -0.16854 1.14805 0.5852 1.1658 0.2488 0.08
H 3.40745 1.20660 3.77115 -0.2595 -0.3626 -0.0547 0.07
H 2.32553 1.57901 2.51367 -0.1178 0.0227 0.0555 0.01
H 3.93286 3.80450 -0.45313 -0.9427 -0.1993 -0.1865 0.09
H 2.98406 4.26917 -1.88776 0.0410 -0.6610 0.7973 0.12
H 1.98981 4.34354 0.99027 -0.1811 -1.4328 -8.5049 -0.38
H 1.42750 5.22803 -0.52219 0.0314 -1.8166 0.5964 0.11
H 0.78560 3.46168 -0.22727 1.0680 1.0877 0.3477 0.09
H 2.81156 -2.34282 -4.09094 -0.4608 0.3541 0.6032 0.13
H 1.08261 -1.82914 -3.93741 0.9851 -0.0125 0.3574 0.12
H 2.22272 -4.02932 -2.43831 -0.5624 0.6409 -0.0669 0.14
H 2.13325 -2.63722 -1.27813 -0.1794 -0.5058 -0.8715 0.10
H -0.17901 -2.60102 0.59248 0.4751 -0.6725 0.2060 0.13
H 1.42058 -3.45353 0.71367 -0.4968 0.1969 -0.1387 0.05
H -1.24843 -4.90490 1.37999 0.9952 0.0748 0.2719 0.10
H -0.22216 -4.03595 2.60554 -0.0868 -0.5964 -0.8418 0.09
H 0.46787 -5.48126 1.77864 -0.7380 0.7042 -0.4043 0.08
Cl 4.49519 -1.19874 3.88970 2.3129 -0.6014 3.2837 0.02
C 0.55301 -8.82174 -2.30028 -0.0390 1.0212 0.2779 -2.00
Cl 2.20262 -8.34338 -2.72218 -0.1501 -0.3612 -0.0736 0.55
Cl 0.33628 -10.56939 -2.72021 -0.2185 0.3528 0.2971 0.55
Cl 0.30226 -8.57418 -0.56733 0.5263 0.0397 -0.2916 0.52
Cl -0.59785 -7.84940 -3.22119 0.3582 -0.2419 0.0405 0.55
Cs 1.74411 4.52875 2.67380 -0.9748 0.8384 8.0303 1.39
C -4.29480 3.16010 -2.41785 -0.0029 0.1242 0.1581 -0.10
O -3.75906 4.27409 -3.11797 -0.0094 -0.3326 -0.0559 -0.19
C -3.33370 3.92559 -4.42886 -0.0247 0.5717 0.0785 -0.23
C -4.33959 4.36832 -5.47765 -0.0702 -0.5160 -0.1883 -0.20
O -5.55260 3.63721 -5.36938 0.1206 0.2031 0.2160 -0.19
C -6.58521 4.38087 -4.73717 -0.0929 -0.0352 -0.0492 -0.10
H -4.78376 3.52446 -1.51470 0.0296 0.0541 -0.0557 0.09
H -5.02878 2.61912 -3.01756 0.0228 -0.0090 -0.0114 0.09
H -3.48416 2.48114 -2.12545 -0.0578 -0.1162 -0.0078 0.07
H -3.14271 2.84967 -4.50092 -0.1510 -0.0026 -0.0683 0.09
H -2.38787 4.45039 -4.60706 0.0187 -0.0024 -0.0701 0.12
H -3.92833 4.15714 -6.47001 0.0546 0.0509 0.0036 0.13
H -4.52483 5.44461 -5.41157 0.0500 -0.0178 0.0953 0.13
H -6.95302 5.15905 -5.41357 -0.0180 0.0489 0.0744 0.09
H -6.24273 4.83680 -3.80489 0.0088 0.0075 -0.0312 0.09
H -7.40406 3.69919 -4.51002 0.0715 -0.0328 -0.0750 0.09
C -7.57736 0.58693 1.22845 -0.0087 -0.4211 -0.0947 -0.04
O -7.69766 1.73152 2.07138 0.0327 0.1667 -0.0155 0.00
C -7.71758 2.89404 1.41673 -0.0728 -0.1139 0.3157 -0.62
O -7.64352 3.03248 0.22247 0.0851 0.0657 -0.0424 0.11
O -7.83296 3.87512 2.31601 0.0455 -0.1144 -0.0741 0.01
C -7.86805 5.18523 1.75340 -0.0489 0.3500 -0.0316 -0.04
H -7.57203 -0.29475 1.86633 -0.0477 0.2350 0.2055 0.09
H -8.42822 0.51769 0.55028 0.1220 0.1047 -0.0596 0.10
H -6.64068 0.61669 0.66994 -0.1161 0.1077 -0.0848 0.09
H -8.73001 5.29891 1.09551 0.1340 -0.0597 -0.0794 0.10
H -6.94325 5.39859 1.21569 -0.1088 -0.0755 -0.1037 0.09
H -7.96304 5.89265 2.57490 -0.0010 -0.2415 0.1128 0.09
K 3.37105 -2.47045 2.15679 -4.2833 0.4921 3.8915 0.66
N -8.56087 0.69872 5.23904 -0.0395 0.0824 -0.0278 -0.61
O -9.11377 -0.07074 4.44944 0.0930 0.0152 0.0329 0.11
O -7.37466 0.53687 5.52693 -0.0533 -0.0393 -0.0687 0.12
O -9.19403 1.62590 5.73798 0.0424 -0.0733 -0.0451 0.13
F 1.12808 0.96076 6.14279 -0.7462 -0.4154 -1.7274 -0.22
P 2.25985 0.33546 7.14028 0.2659 -0.6911 0.6934 0.25
F 2.82338 0.25247 8.66060 1.5112 -0.0833 0.2429 -0.19
F 2.22510 -0.97777 6.17234 -1.1176 -1.2286 0.1061 -0.23
F 3.80990 0.19208 6.66383 0.9812 1.4495 -0.2953 -0.23
F 1.01850 -0.34666 7.93843 -1.5450 0.3018 -0.4856 -0.19
F 2.54780 1.94391 7.22178 0.5336 0.9548 1.1340 -0.22
Al 6.62814 -0.44807 -1.27729 3.6484 -1.1127 -1.0369 1.00
Cl -1.85009 -10.34110 -1.64560 -0.5133 -0.8075 -0.2263 0.11